1.
{
  "formula": "C35H35MoN5O6Si",
  "method": "the ωB97M-V functional and the def2-TZVPD basis",
  "homo_energy_ev": [-7.39, -7.38],
  "total_energy_ha": -2437.6989,
  "lumo_energy_ev": [-1.14, -0.89],
  "symbols": ["Mo", "O", "C", "C", "C", "C", "C", "C", "C", "O", "N", "N", "C", "C", "C", "C", "C", "C", "N", "H", "H", "H", "H", "H", "H", "H", "H", "H", "H", "O", "C", "C", "C", "C", "C", "C", "C", "O", "N", "N", "C", "C", "C", "C", "C", "C", "C", "O", "H", "H", "H", "H", "H", "H", "H", "H", "H", "H", "C", "Si", "C", "C", "C", "C", "H", "H", "H", "H", "H", "H", "H", "H", "H", "C", "C", "C", "O", "H", "H", "H", "H", "H", "H"],
  "positions_angstrom": [[0.87418, -0.79993, -0.24195], [4.42163, 3.04185, -1.54662], [4.08451, 2.56013, -2.75678], [4.48092, 3.29730, -3.87358], [4.15293, 2.87332, -5.14550], [3.41506, 1.70485, -5.34004], [3.02236, 0.97359, -4.23935], [3.35180, 1.37580, -2.94130], [2.87462, 0.54984, -1.82057], [2.14186, -0.47925, -2.01610], [3.25219, 0.93181, -0.59770], [2.66149, 0.12089, 0.32311], [3.24288, -0.06664, 1.44919], [2.73299, -1.18963, 2.19022], [3.22222, -1.61215, 3.42018], [2.76659, -2.80029, 3.94422], [1.83107, -3.53850, 3.22575], [1.36686, -3.04595, 2.02573], [1.80390, -1.88985, 1.51025], [4.09915, 2.39612, -0.87591], [5.04468, 4.20698, -3.70758], [4.47460, 3.45911, -5.99867], [3.14851, 1.38256, -6.33818], [2.43992, 0.06803, -4.35113], [4.12121, 0.50525, 1.72008], [3.95949, -1.00683, 3.93210], [3.13955, -3.16228, 4.89396], [1.46620, -4.49008, 3.58761], [0.61979, -3.57108, 1.45263], [-2.76681, 2.57026, -2.81054], [-1.68392, 3.33564, -2.58752], [-1.69877, 4.64613, -3.06499], [-0.60445, 5.46799, -2.88307], [0.52794, 5.01368, -2.20582], [0.53911, 3.72565, -1.71524], [-0.55309, 2.87233, -1.90188], [-0.44722, 1.49154, -1.42625], [0.59935, 1.15124, -0.76558], [-1.36189, 0.62621, -1.76551], [-0.94823, -0.66097, -1.42304], [-1.78778, -1.56642, -1.70769], [-1.52918, -2.99496, -1.63095], [-2.46642, -3.90411, -2.10974], [-2.20086, -5.26210, -2.09716], [-0.97967, -5.71369, -1.60731], [-0.03898, -4.81866, -1.12728], [-0.32628, -3.46469, -1.13259], [0.56876, -2.59833, -0.62198], [-2.55039, 1.65911, -2.50889], [-2.58519, 4.98675, -3.58443], [-0.62696, 6.47628, -3.27935], [1.38698, 5.65702, -2.06807], [1.39818, 3.34587, -1.17664], [-2.74342, -1.23287, -2.10195], [-3.40575, -3.52707, -2.50163], [-2.93044, -5.96715, -2.47126], [-0.76073, -6.77444, -1.60000], [0.91857, -5.15111, -0.74610], [-2.03493, 1.83793, 4.54044], [-2.27218, 1.72490, 2.69666], [-2.03653, 3.38984, 1.91944], [-3.94661, 1.01777, 2.30183], [-1.04206, 0.59687, 1.96460], [-0.28843, -0.11006, 1.31078], [-2.52250, 2.73500, 4.93666], [-0.97112, 1.89400, 4.78768], [-2.45745, 0.97087, 5.05770], [-2.73083, 4.13063, 2.32753], [-2.18773, 3.33705, 0.83560], [-1.01643, 3.74548, 2.09294], [-4.74077, 1.47842, 2.89795], [-3.95249, -0.05905, 2.49636], [-4.18094, 1.16700, 1.24345], [-1.48882, -2.02357, 3.86500], [-2.02012, -2.88580, 2.74717], [-3.18279, -3.79354, 3.08696], [-1.55860, -2.85226, 1.63159], [-1.24929, -2.64474, 4.73184], [-2.27050, -1.32118, 4.17101], [-0.62128, -1.45392, 3.54032], [-3.95556, -3.24331, 3.62878], [-2.83123, -4.59351, 3.74499], [-3.59641, -4.22897, 2.18113]],
  "lowdin_charge": [1.7565, 0.0507, -0.2730, -0.0151, -0.0785, -0.0881, -0.0197, -0.0824, -0.4251, -0.1142, 0.0561, -0.1362, -0.0398, -0.2497, -0.0101, -0.0525, -0.0434, -0.1062, -0.0023, 0.0595, 0.1167, 0.1033, 0.0987, 0.1161, 0.1388, 0.1190, 0.1117, 0.1116, 0.0930, 0.0569, -0.2714, -0.0139, -0.0771, -0.0804, -0.0121, -0.0763, -0.4007, -0.2092, 0.0825, -0.0680, -0.0351, -0.1474, -0.0273, -0.0817, -0.0698, -0.0053, -0.3065, -0.2856, 0.0607, 0.1164, 0.1032, 0.1018, 0.1118, 0.1393, 0.1166, 0.1018, 0.1059, 0.1214, -0.1887, 0.3885, -0.1746, -0.1771, -0.1719, -0.2000, 0.0310, 0.0327, 0.0190, 0.0344, 0.0285, 0.0391, 0.0333, 0.0179, 0.0345, -0.0225, -0.4786, -0.0134, 0.0542, 0.0893, 0.0744, 0.0528, 0.0833, 0.0866, 0.0811]
}

=====

2.
{
  "formula": "C35H35N7",
  "method": "the ωB97M-V functional and the def2-TZVPD basis",
  "homo_energy_ev": [-0.20, -4.99],
  "total_energy_ha": -1737.8884,
  "lumo_energy_ev": [2.06, 2.06],
  "multiplicity": 2,
  "s2": 0.76,
  "total_charge": -1,
  "symbols": ["N", "C", "C", "C", "C", "C", "H", "H", "H", "H", "H", "N", "C", "C", "C", "C", "C", "H", "H", "H", "H", "H", "N", "C", "C", "C", "C", "C", "H", "H", "H", "H", "H", "N", "C", "C", "C", "C", "C", "H", "H", "H", "H", "H", "N", "C", "C", "C", "C", "C", "H", "H", "H", "H", "H", "N", "C", "C", "C", "C", "C", "H", "H", "H", "H", "H", "N", "C", "C", "C", "C", "C", "H", "H", "H", "H", "H"],
  "positions_angstrom": [[15.27744, 39.47885, -13.28397], [16.09038, 39.99374, -14.25059], [17.47487, 40.14676, -14.04457], [18.02393, 39.80018, -12.79463], [17.19816, 39.18920, -11.87132], [15.86444, 39.02608, -12.12057], [15.59066, 40.21052, -15.18316], [18.12087, 40.46334, -14.85010], [19.06236, 39.98402, -12.56165], [17.64124, 38.93184, -10.92061], [15.26754, 38.45064, -11.42847], [7.66235, 35.27980, -7.05816], [7.85156, 36.15894, -8.08130], [6.96034, 37.19951, -8.41900], [5.83128, 37.26617, -7.60787], [5.54116, 36.38161, -6.60297], [6.47193, 35.35762, -6.38171], [8.67641, 35.97618, -8.75407], [7.26142, 37.85837, -9.22004], [5.16840, 38.09985, -7.78664], [4.69389, 36.56046, -5.95757], [6.34103, 34.60745, -5.61588], [11.56312, 37.63113, -11.05196], [10.67042, 38.19126, -10.23327], [10.57216, 39.58020, -9.99046], [11.30944, 40.45222, -10.74441], [12.16559, 39.87295, -11.69077], [12.32926, 38.50452, -11.70832], [10.05840, 37.54851, -9.61788], [9.88204, 40.02841, -9.29101], [11.15531, 41.52096, -10.72336], [12.69689, 40.41907, -12.45618], [13.04092, 38.16071, -12.44435], [10.42484, 45.06473, -11.76893], [9.43310, 44.66189, -11.00171], [9.58486, 44.08542, -9.73676], [10.93443, 43.93127, -9.27737], [11.93734, 44.35818, -10.06007], [11.69402, 44.89722, -11.33272], [8.45261, 44.82957, -11.42233], [8.79268, 43.59891, -9.18706], [11.20330, 43.36263, -8.39944], [12.91192, 44.17682, -9.63148], [12.48497, 45.15514, -12.02140], [14.05742, 33.85106, -12.53282], [13.15999, 34.81057, -12.56470], [12.73511, 35.41885, -13.70906], [13.30133, 35.05564, -14.96382], [14.36717, 34.13523, -14.94491], [14.70256, 33.49177, -13.68673], [12.70951, 34.94727, -11.59270], [11.93036, 36.13493, -13.63163], [12.98894, 35.46494, -15.91318], [14.87143, 33.83229, -15.85064], [15.41842, 32.68601, -13.61825], [7.58653, 40.90978, -9.30209], [6.90894, 40.35217, -10.33689], [5.53681, 40.32743, -10.47504], [4.78504, 40.95241, -9.49055], [5.43017, 41.50168, -8.41395], [6.79758, 41.42076, -8.30859], [7.52075, 39.90296, -11.10520], [4.99408, 39.85463, -11.28022], [3.71457, 41.02361, -9.61473], [4.90969, 41.95642, -7.58406], [7.31265, 41.87682, -7.47605], [11.97283, 42.00119, -17.06608], [12.86913, 41.45295, -16.22901], [13.06213, 41.87487, -14.92511], [12.27954, 42.85756, -14.42180], [11.36957, 43.45910, -15.28090], [11.11072, 42.92703, -16.56836], [13.55211, 40.74415, -16.67348], [13.82314, 41.44358, -14.29168], [12.42572, 43.25482, -13.42822], [10.69431, 44.25497, -15.00343], [10.36873, 43.35735, -17.22461]],
  "lowdin_charge": [0.0651, -0.1337, -0.0629, -0.0779, -0.0955, -0.1199, 0.0854, 0.0923, 0.1003, 0.1023, 0.0997, 0.0330, -0.1501, -0.0383, -0.0891, -0.0888, -0.1539, 0.0787, 0.0816, 0.1000, 0.0945, 0.0843, 0.0629, -0.1260, -0.0599, -0.0554, -0.0689, -0.1949, 0.0765, 0.0737, 0.0886, 0.0677, 0.0709, 0.0429, -0.1635, -0.0191, -0.0998, -0.1187, -0.1509, 0.1017, 0.0830, 0.1071, 0.0976, 0.0888, 0.0327, -0.1934, -0.0744, -0.0649, -0.0728, -0.1156, 0.0989, 0.0924, 0.0942, 0.0806, 0.0842, -0.0481, -0.2650, -0.1722, -0.2239, -0.1909, -0.2564, 0.0676, 0.0724, 0.0578, 0.0729, 0.0570, 0.0389, -0.1536, -0.0967, -0.0815, -0.0596, -0.1218, 0.0909, 0.0671, 0.0853, 0.0928, 0.0938]
}

=====

3.
{
  "formula": "C35H36As2NSn",
  "method": "the ωB97M-V functional and the def2-TZVPD basis",
  "homo_energy_ev": -10.49,
  "total_energy_ha": -6095.5068,
  "lumo_energy_ev": -4.70,
  "total_charge": 1,
  "symbols": ["Sn", "C", "C", "As", "C", "C", "C", "C", "C", "C", "C", "C", "C", "C", "C", "C", "As", "C", "C", "C", "C", "C", "C", "C", "C", "C", "C", "C", "C", "H", "H", "H", "H", "H", "H", "H", "H", "H", "H", "H", "H", "H", "H", "H", "H", "H", "H", "H", "H", "H", "H", "H", "H", "C", "N", "C", "C", "C", "C", "C", "C", "C", "C", "H", "H", "H", "H", "H", "H", "H", "H", "H", "H", "H", "H"],
  "positions_angstrom": [[-0.85579, -1.94541, 0.42554], [0.07845, 1.06835, -2.33564], [0.00819, 1.55317, -0.89562], [1.01045, 0.37268, 0.31106], [0.95617, 1.80156, 1.73583], [2.13492, 2.40938, 2.11818], [2.06006, 3.49481, 3.01108], [0.85812, 3.87992, 3.54094], [-0.33891, 3.23741, 3.14145], [-0.28763, 2.17509, 2.23559], [2.75836, 0.56371, -0.64847], [3.43084, -0.63543, -0.93178], [4.42555, -0.73003, -1.92529], [4.84557, 0.50981, -2.43354], [4.27978, 1.77500, -2.10671], [3.18580, 1.75599, -1.22643], [-1.66933, 1.33851, -3.40063], [-3.08622, 0.81344, -2.12601], [-3.44155, 1.68044, -1.02942], [-4.25694, 1.21365, -0.03417], [-4.87988, -0.03631, -0.18059], [-4.59338, -0.88772, -1.28721], [-3.69659, -0.42511, -2.22850], [-2.24353, 3.29571, -3.26657], [-3.61757, 3.63521, -3.34971], [-3.95544, 4.94599, -3.61710], [-3.03329, 5.96437, -3.48178], [-1.71772, 5.64270, -3.27544], [-1.30579, 4.28053, -3.19151], [0.24596, -0.05195, -2.36762], [0.84644, 1.64695, -2.92767], [-0.99719, 1.66831, -0.47293], [0.51447, 2.58085, -0.80640], [3.11144, 2.06348, 1.72389], [2.87997, 4.10228, 3.28134], [0.75080, 4.62857, 4.38911], [-1.35028, 3.58533, 3.52913], [-1.19228, 1.66943, 1.93352], [3.19204, -1.54188, -0.35777], [5.00142, -1.61360, -2.16973], [5.70467, 0.51474, -3.02656], [4.65922, 2.75211, -2.46103], [2.65728, 2.65572, -0.95397], [-2.94856, 2.63288, -0.96764], [-4.40451, 1.74496, 0.90432], [-5.58865, -0.31401, 0.60892], [-4.96334, -1.91449, -1.29679], [-3.37369, -1.08234, -3.06595], [-4.39076, 2.87767, -3.27549], [-4.99651, 5.12024, -3.86966], [-3.28125, 7.04204, -3.56426], [-0.89941, 6.38932, -3.22258], [-0.24072, 4.08291, -3.07207], [3.45226, -5.70936, 0.61469], [2.13905, -5.51624, 1.25603], [1.22608, -6.58839, 0.93841], [1.60083, -4.15370, 1.25875], [0.67758, -3.80971, 2.40389], [0.86811, -4.30391, 3.74995], [-0.06201, -4.08304, 4.74433], [-1.26559, -3.45659, 4.46118], [-1.54941, -3.02224, 3.17147], [-0.54543, -3.21612, 2.14281], [3.76212, -6.79097, 0.70267], [4.18888, -5.00890, 1.04403], [3.43250, -5.30468, -0.40951], [0.22361, -6.25914, 1.23750], [1.60833, -7.41442, 1.53338], [1.29479, -6.73313, -0.18551], [1.09186, -3.96385, 0.24929], [2.52425, -3.50974, 1.25079], [1.80929, -4.86141, 3.91876], [0.15031, -4.36916, 5.75586], [-2.14015, -3.41475, 5.15318], [-2.47656, -2.49751, 2.96838]],
  "lowdin_charge": [1.1550, -0.4494, -0.4826, 1.1816, -0.3878, -0.0999, -0.0794, -0.0856, -0.0690, -0.1311, -0.3829, -0.1273, -0.0498, -0.0633, -0.0362, -0.1272, 1.3013, -0.4314, -0.1385, -0.0980, -0.0789, -0.0949, -0.1745, -0.4097, -0.1182, -0.0865, -0.0991, -0.0864, -0.1327, 0.0478, 0.0691, 0.0261, 0.0972, 0.1102, 0.0966, 0.1333, 0.1292, 0.0882, 0.0788, 0.1089, 0.0839, 0.1209, 0.0959, 0.0907, 0.1079, 0.1048, 0.1061, 0.1050, 0.1030, 0.1106, 0.1203, 0.1133, 0.0909, -0.0857, -0.3056, -0.0816, -0.2118, -0.2661, -0.0039, -0.0679, -0.0859, -0.1403, -0.4230, 0.1099, 0.0804, 0.0782, 0.0875, 0.0895, 0.1051, 0.0967, 0.1239, 0.1272, 0.1092, 0.1264, 0.0816]
}

=====

Number 1 is which compound?
C35H35MoN5O6Si